68
Properties=species:S:1:pos:R:3 method="wB97M-V/def2-TZVPD" max_force_ev_per_a=0.6 lumo_energy_ev="2.22 / 2.21" de_lowest_kcal_mol=0.0 charge=-1 molar_mass_da=864.8 homo_lumo_gap_ev="7.51 / 7.57" spin_multiplicity=4 energy_ev=-118784.8249 homo_ev="-5.29 / -5.35"
Co 2.17646 0.70744 -0.08619
N 4.45502 0.82494 0.23819
N 4.48059 0.23761 1.52438
C 3.46964 0.70546 2.43366
O 3.72428 0.64435 3.63040
O 2.38891 1.07451 1.86246
H 4.82178 0.16837 -0.44427
H 4.95477 1.70415 0.21295
H 5.37992 0.12255 1.96647
F 1.82714 7.78183 1.05911
C 1.67426 6.56381 0.53046
C 0.47890 6.19847 -0.06019
F -0.53471 7.07135 -0.10008
C 0.33574 4.93471 -0.59935
F -0.85094 4.64202 -1.14957
C 1.35312 3.97919 -0.58131
S 1.08068 2.40263 -1.29254
C 2.54210 4.39282 0.01257
F 3.59618 3.57419 0.05235
C 2.70949 5.65061 0.56184
F 3.87711 5.99505 1.11499
C -2.34565 0.63530 1.89343
C -2.55545 0.42440 0.39405
C -4.00016 0.02192 0.10956
C -2.23068 1.72172 -0.34528
Sb -1.16042 -1.13271 -0.17437
C -1.60827 -2.88974 1.00230
C -0.91795 -4.09662 0.36114
C -3.10905 -3.15614 1.09804
C -1.02481 -2.63926 2.39327
C -1.08224 -1.49002 -2.31030
C -2.45169 -1.85870 -2.86959
C -0.54435 -0.20759 -2.94767
C -0.05955 -2.59366 -2.58216
H -2.95654 1.48510 2.21668
H -1.30306 0.86129 2.12844
H -2.65400 -0.23375 2.48152
H -4.64833 0.85401 0.40645
H -4.32109 -0.86120 0.66841
H -4.17554 -0.15923 -0.95268
H -2.84930 2.52049 0.07947
H -2.46857 1.66075 -1.40764
H -1.18372 2.01523 -0.25365
H -1.41926 -4.39960 -0.56273
H -0.98389 -4.93550 1.06164
H 0.14165 -3.92960 0.16576
H -3.59552 -3.21368 0.12056
H -3.62242 -2.40209 1.70037
H -3.25571 -4.12213 1.59305
H 0.02451 -2.36873 2.35031
H -1.10277 -3.56761 2.96903
H -1.57089 -1.86219 2.93507
H -3.15496 -1.02483 -2.81504
H -2.89331 -2.71959 -2.35984
H -2.34438 -2.12648 -3.92640
H -1.18458 0.65971 -2.79824
H -0.45334 -0.37489 -4.02693
H 0.45158 0.02338 -2.56825
H -0.38254 -3.57559 -2.23503
H 0.91251 -2.35955 -2.13974
H 0.07874 -2.65666 -3.66750
F 1.92385 -3.36858 1.63931
Te 3.08103 -2.16012 0.60913
F 4.73345 -2.02779 -0.39437
F 2.70331 -0.69322 -1.34497
F 2.72478 -3.47145 -0.69492
F 4.33050 -2.91901 1.82523
O 0.56763 -0.66188 0.28875